This record from the OMol25 dataset describes C33H72O5S as an isolated structure at a distorted geometry. The level of theory is wB97M-V/def2-TZVPD.

Atoms and positions in Å:
C (0.009, 1.405, 3.610)
C (-0.868, 1.571, 2.364)
O (-0.378, 2.662, 1.596)
C (-0.318, 2.391, 0.215)
C (0.499, 3.403, -0.575)
C (1.740, 3.912, 0.140)
C (2.954, 2.946, 0.158)
C (3.465, 2.565, -1.257)
C (3.883, 1.091, -1.522)
O (4.012, 0.282, -0.308)
S (2.646, -0.539, -0.101)
O (1.915, -0.171, 1.052)
O (2.963, -1.922, -0.095)
O (1.909, -0.027, -1.445)
C (2.975, 0.194, -2.375)
C (2.670, 0.968, -3.674)
C (1.233, 1.531, -3.809)
C (3.841, -1.002, -2.804)
C (3.120, -2.154, -3.559)
C (1.591, -2.046, -3.651)
C (3.672, -2.385, -4.993)
H (0.854, 2.081, 3.532)
H (0.442, 0.411, 3.614)
H (-0.526, 1.590, 4.536)
H (-0.826, 0.639, 1.804)
H (-1.918, 1.738, 2.612)
H (0.149, 1.417, 0.084)
H (-1.318, 2.323, -0.231)
H (-0.148, 4.265, -0.745)
H (0.693, 2.976, -1.553)
H (2.041, 4.884, -0.249)
H (1.484, 4.068, 1.184)
H (2.673, 2.104, 0.779)
H (3.742, 3.478, 0.683)
H (4.371, 3.143, -1.411)
H (2.744, 2.941, -1.974)
H (4.908, 1.149, -1.869)
H (2.834, 0.330, -4.532)
H (3.357, 1.796, -3.805)
H (0.561, 1.201, -3.022)
H (0.807, 1.204, -4.751)
H (1.244, 2.615, -3.779)
H (4.587, -0.586, -3.474)
H (4.403, -1.444, -1.990)
H (3.325, -3.073, -3.017)
H (1.310, -1.286, -4.375)
H (1.085, -1.936, -2.700)
H (1.238, -2.985, -4.076)
H (3.997, -3.414, -5.099)
H (2.859, -2.262, -5.707)
H (4.458, -1.686, -5.258)
C (2.332, -8.360, -4.824)
C (2.742, -7.080, -4.101)
C (3.047, -7.289, -2.619)
C (1.869, -7.784, -1.778)
C (0.633, -6.888, -1.814)
C (0.889, -5.490, -1.261)
H (1.414, -8.780, -4.411)
H (2.155, -8.163, -5.882)
H (3.116, -9.116, -4.749)
H (1.961, -6.324, -4.225)
H (3.636, -6.677, -4.584)
H (3.424, -6.351, -2.201)
H (3.867, -8.009, -2.524)
H (2.204, -7.887, -0.741)
H (1.585, -8.790, -2.100)
H (-0.156, -7.361, -1.223)
H (0.247, -6.813, -2.835)
H (1.237, -5.535, -0.227)
H (-0.029, -4.900, -1.279)
H (1.635, -4.954, -1.851)
C (-3.263, 1.118, -2.802)
C (-4.219, 1.675, -1.751)
C (-4.461, 0.715, -0.588)
C (-5.117, -0.614, -0.964)
C (-6.469, -0.490, -1.667)
C (-7.537, 0.182, -0.810)
H (-3.657, 0.214, -3.269)
H (-3.099, 1.852, -3.593)
H (-2.294, 0.879, -2.356)
H (-5.165, 1.949, -2.226)
H (-3.798, 2.603, -1.354)
H (-5.071, 1.222, 0.165)
H (-3.503, 0.501, -0.101)
H (-5.244, -1.208, -0.054)
H (-4.440, -1.188, -1.603)
H (-6.812, -1.493, -1.932)
H (-6.358, 0.054, -2.609)
H (-7.694, -0.369, 0.119)
H (-8.489, 0.216, -1.343)
H (-7.267, 1.209, -0.558)
C (-2.699, 3.460, 9.427)
C (-2.436, 4.854, 8.864)
C (-2.735, 4.971, 7.370)
C (-1.881, 4.079, 6.468)
C (-0.372, 4.286, 6.595)
C (0.078, 5.690, 6.202)
H (-2.060, 2.709, 8.959)
H (-2.501, 3.436, 10.500)
H (-3.739, 3.168, 9.271)
H (-1.402, 5.143, 9.069)
H (-3.065, 5.571, 9.399)
H (-2.617, 6.015, 7.068)
H (-3.789, 4.728, 7.199)
H (-2.176, 4.253, 5.429)
H (-2.109, 3.028, 6.671)
H (0.131, 3.565, 5.946)
H (-0.040, 4.066, 7.613)
H (-0.207, 5.915, 5.172)
H (1.163, 5.778, 6.275)
H (-0.357, 6.452, 6.851)

Values from the calculation:
Net charge = 0
LUMO energy = 0.510 eV
Gap between HOMO and LUMO = 0.36429 Eh
HOMO = -9.403 eV

This record from the OMol25 dataset describes C33H73NbO21P as an isolated structure. The level of theory is wB97M-V/def2-TZVPD.

Atoms and positions in Å:
C (-2.647, 2.390, 5.678)
C (-3.413, 3.714, 5.664)
C (-3.457, 4.357, 4.274)
Nb (-4.990, 3.604, 2.767)
P (-3.453, 2.237, 1.288)
C (-1.951, 3.144, 0.697)
C (-2.801, 0.593, 1.840)
H (-2.247, 2.156, 6.670)
H (-3.278, 1.551, 5.376)
H (-1.804, 2.413, 4.979)
H (-4.434, 3.518, 6.005)
H (-2.970, 4.398, 6.403)
H (-2.456, 4.310, 3.819)
H (-3.697, 5.411, 4.406)
H (-4.703, 5.158, 1.721)
H (-6.715, 3.519, 2.076)
H (-5.389, 2.042, 3.752)
H (-5.888, 4.576, 4.019)
H (-1.956, 3.295, -0.384)
H (-1.048, 2.580, 0.941)
H (-1.908, 4.120, 1.180)
H (-3.299, -0.225, 1.317)
H (-2.967, 0.476, 2.910)
H (-1.733, 0.513, 1.620)
C (-3.950, 0.278, -3.108)
C (-4.817, 0.602, -1.915)
O (-6.216, 0.696, -2.271)
C (-6.833, -0.452, -2.465)
O (-6.370, -1.565, -2.352)
O (-8.104, -0.201, -2.806)
C (-8.894, -1.362, -3.056)
H (-4.085, 0.993, -3.920)
H (-2.907, 0.291, -2.789)
H (-4.184, -0.721, -3.476)
H (-4.553, 1.574, -1.507)
H (-4.699, -0.138, -1.125)
H (-8.855, -2.044, -2.208)
H (-8.541, -1.886, -3.944)
H (-9.901, -0.987, -3.207)
C (4.004, 0.851, -2.549)
C (4.027, -0.445, -1.772)
O (3.886, -0.234, -0.351)
C (2.648, 0.047, 0.063)
O (1.669, 0.102, -0.639)
O (2.679, 0.226, 1.378)
C (1.419, 0.602, 1.964)
H (4.772, 1.530, -2.178)
H (4.205, 0.644, -3.601)
H (3.030, 1.330, -2.467)
H (4.991, -0.944, -1.858)
H (3.246, -1.127, -2.106)
H (0.637, -0.092, 1.668)
H (1.147, 1.612, 1.664)
H (1.583, 0.557, 3.036)
C (6.397, -0.731, 1.637)
C (7.086, -2.060, 1.824)
O (8.295, -2.165, 1.027)
C (9.346, -1.506, 1.498)
O (9.405, -0.875, 2.522)
O (10.361, -1.674, 0.641)
C (11.569, -0.997, 1.012)
H (6.198, -0.552, 0.581)
H (5.442, -0.728, 2.162)
H (7.015, 0.076, 2.026)
H (6.474, -2.882, 1.455)
H (7.340, -2.254, 2.865)
H (11.865, -1.275, 2.021)
H (11.429, 0.081, 0.967)
H (12.304, -1.323, 0.283)
C (9.796, -9.902, 1.304)
C (9.997, -8.804, 2.323)
O (10.539, -7.605, 1.733)
C (9.663, -6.860, 1.054)
O (8.485, -7.090, 0.938)
O (10.305, -5.813, 0.550)
C (9.487, -4.923, -0.228)
H (10.730, -10.113, 0.783)
H (9.471, -10.811, 1.811)
H (9.036, -9.616, 0.580)
H (10.743, -9.080, 3.066)
H (9.066, -8.557, 2.831)
H (8.618, -4.610, 0.343)
H (9.164, -5.419, -1.142)
H (10.122, -4.072, -0.449)
C (0.953, -2.926, -1.386)
C (-0.106, -2.281, -0.523)
O (-1.380, -2.179, -1.188)
C (-2.117, -3.286, -1.259)
O (-1.808, -4.382, -0.864)
O (-3.272, -2.947, -1.825)
C (-4.232, -3.995, -2.007)
H (1.075, -2.380, -2.323)
H (1.904, -2.898, -0.851)
H (0.703, -3.964, -1.600)
H (0.147, -1.248, -0.291)
H (-0.245, -2.829, 0.410)
H (-4.415, -4.504, -1.063)
H (-3.869, -4.716, -2.739)
H (-5.122, -3.481, -2.357)
C (-1.964, -1.257, -9.573)
C (-2.802, -2.330, -8.915)
O (-2.131, -2.933, -7.792)
C (-2.129, -2.198, -6.674)
O (-2.662, -1.126, -6.539)
O (-1.458, -2.860, -5.739)
C (-1.362, -2.180, -4.477)
H (-0.995, -1.660, -9.869)
H (-2.476, -0.895, -10.466)
H (-1.815, -0.420, -8.894)
H (-2.977, -3.168, -9.586)
H (-3.762, -1.935, -8.583)
H (-2.332, -1.893, -4.082)
H (-0.738, -1.294, -4.584)
H (-0.881, -2.891, -3.811)
C (-7.700, 11.160, 3.356)
C (-7.426, 9.845, 2.658)
O (-6.117, 9.332, 2.951)
C (-5.989, 8.753, 4.150)
O (-6.866, 8.647, 4.972)
O (-4.743, 8.322, 4.273)
C (-4.458, 7.640, 5.498)
H (-6.930, 11.891, 3.103)
H (-8.666, 11.549, 3.032)
H (-7.722, 11.019, 4.434)
H (-7.418, 9.963, 1.576)
H (-8.168, 9.092, 2.924)
H (-5.149, 6.813, 5.650)
H (-4.502, 8.328, 6.343)
H (-3.451, 7.252, 5.389)

Values from the calculation:
Net charge = -1
LUMO energy = 1.637 eV
Gap between HOMO and LUMO = 0.21412 Eh
HOMO = -4.189 eV

Relative energy (zero: lowest compared OMol25 entry of this formula, charge and spin)? In order: 37.1 0.0 kJ/mol.